No. 1
A gas-phase ion, C5H9FIN2O3S (charge -1) in a non-equilibrium geometry. Source: the OMol25 dataset; level of theory: ωB97M-V/def2-TZVPD.

As for the charge: -1. The calculation puts the gap between HOMO and LUMO at 7.435 eV. The calculation puts the highest occupied orbital energy at -0.168 Eh. The total energy is -1326.83044 Eh. Its multiplicity is 1.

```
22
Properties=species:S:1:pos:R:3:lowdin_charge:R:1
C 1.4179 -0.4767 -1.0959 -0.404
C -1.3252 -0.6076 -0.0985 -0.041
C -1.0292 2.1928 -0.1391 -0.024
C -0.7508 0.7374 -0.5521 -0.393
C 1.6650 -0.4369 -2.3803 -0.689
N 1.5894 -1.5172 -0.2161 -0.066
N 2.5863 -3.6108 1.0349 -0.251
O 1.4853 -3.8261 -1.3443 -0.441
O 3.7286 -2.6845 -0.8490 -0.473
O 0.6903 0.6692 -0.5107 -0.086
F 1.3268 0.8600 -2.8984 -0.138
S 2.4372 -3.1729 -0.3853 0.405
I 2.9455 -1.4826 -3.6165 0.953
H -1.0737 -1.3408 -0.9066 0.099
H -0.8158 -0.9277 0.7845 0.056
H -2.4197 -0.6328 0.0568 0.083
H -0.9540 2.4749 0.8771 0.062
H -1.9020 2.5233 -0.6807 0.072
H -0.3316 2.7891 -0.6402 0.058
H -0.9863 0.7642 -1.5914 0.110
H 0.6701 -1.9021 0.2091 0.088
H 1.7546 -3.9812 1.5717 0.021
```

=====

No. 2
A molecular structure, C11H29I2InOP2Si in a non-equilibrium geometry. Source: the OMol25 dataset; level of theory: ωB97M-V/def2-TZVPD.

As for the charge: +2. The calculation puts the gap between HOMO and LUMO (spin up / spin down) at 3.319 / 2.834 eV. The calculation puts the highest occupied orbital energy (spin up / spin down) at -0.520 / -0.505 Eh. The total energy is -2268.78793 Eh. Its multiplicity is 1.

```
47
Properties=species:S:1:pos:R:3:lowdin_charge:R:1
I 0.1871 -0.9556 -4.2574 0.613
I 0.1540 1.9843 -1.8854 0.604
In 0.5327 0.5914 0.4920 0.382
P -2.6629 0.1922 0.0148 0.802
C -3.0780 0.2152 -1.8240 -0.282
C -3.3574 -1.3896 0.6924 -0.252
H -4.4576 -1.3957 0.9145 0.078
H -4.6008 1.5190 1.0021 0.072
H -2.8063 -1.6272 1.6294 0.035
H -2.9972 1.7545 1.7840 0.036
H -2.5995 -0.6628 -2.3062 0.012
H -3.0376 -2.2349 0.0435 0.044
C -3.5144 1.5978 0.8171 -0.254
H -4.1597 0.2704 -2.0636 0.069
H -3.2778 2.5200 0.2658 0.054
H -2.4851 1.0429 -2.2782 -0.048
P 2.9078 0.0793 0.0475 0.743
C 2.9437 0.1878 -1.7808 -0.333
C 3.5404 1.5377 0.9573 -0.234
H 2.9174 -1.6321 1.8341 0.038
H 4.4845 -1.5058 0.9670 0.080
H 3.0413 -2.3292 0.1777 0.070
C 3.3791 -1.5009 0.8316 -0.198
H 3.0622 1.6092 1.9746 0.051
H 4.6432 1.4494 1.0731 0.078
H 3.9910 0.1946 -2.1204 0.070
H 2.3522 1.0678 -2.1321 -0.120
H 3.2751 2.4447 0.3712 0.069
H 2.3898 -0.6610 -2.2393 -0.014
C -0.3220 -2.1426 -0.2081 -0.003
O -0.0830 -1.8923 -1.2814 -0.081
C 2.3780 -0.5929 4.2426 -0.177
Si 0.6404 -0.0418 3.8567 0.404
C -0.4830 -0.5196 5.1888 -0.180
C 0.2234 1.7708 3.6116 -0.192
C -0.0482 -0.8335 2.2177 -0.333
H 2.6611 -0.3599 5.2880 0.058
H 3.2049 -0.2031 3.6606 0.008
H 2.4880 -1.6929 4.2128 0.054
H -0.1689 -0.1141 6.1458 0.053
H -1.4910 -0.1644 5.0464 0.041
H -0.5631 -1.6027 5.3671 0.060
H 0.6889 2.3366 2.8024 0.001
H -0.8711 1.8821 3.4727 0.045
H 0.4400 2.3747 4.5126 0.063
H 0.0302 -1.8566 2.1797 -0.035
H -1.0923 -0.6280 2.3095 -0.051
```